(1)
23
Properties=species:S:1:pos:R:3:nbo_charge:R:1 method="wB97M-V/def2-TZVPD" lumo_ha=-0.1719 total_charge=+1 gap_ha=0.334 energy_ha=-437.97811 relative_energy_ev=6.415 homo_ev=-13.8
C 0.828 0.945 -0.303 0.546
C 1.613 -1.600 0.478 -0.598
C -2.446 -0.321 -0.099 -0.634
C 0.136 -1.538 0.804 -0.309
C -1.599 0.155 1.037 -0.267
N 1.767 1.716 0.206 -0.784
N 0.429 1.128 -1.582 -0.330
N -0.191 -0.239 1.148 -0.205
O 1.120 2.035 -2.352 -0.551
H 2.148 -0.814 1.048 0.220
H 2.095 -2.666 0.484 0.259
H 1.664 -1.264 -0.582 0.200
H -2.320 -1.293 -0.382 0.216
H -3.443 -0.228 0.122 0.241
H -2.247 0.363 -0.920 0.204
H 0.018 -2.055 1.733 0.273
H -0.579 -2.245 0.137 0.200
H -2.154 -0.298 1.994 0.260
H -1.657 1.311 1.108 0.232
H 2.343 2.393 -0.397 0.460
H 1.876 1.561 1.235 0.449
H 0.170 0.293 -2.108 0.407
H 0.431 2.664 -2.808 0.509

***

(2)
23
Properties=species:S:1:pos:R:3:nbo_charge:R:1 method="wB97M-V/def2-TZVPD" lumo_ha=-0.1021 total_charge=+1 gap_ha=0.412 energy_ha=-438.09871 relative_energy_ev=3.134 homo_ev=-14.0
C 1.848 -2.146 -3.098 0.027
C -2.025 0.716 1.463 -0.647
C 0.133 -1.230 0.819 -0.432
C -0.557 0.745 1.827 0.250
C 0.444 0.892 -0.448 0.376
N 1.673 -1.009 -2.568 -0.658
N 0.107 2.138 -0.655 -0.714
N 0.025 0.160 0.549 -0.371
O -0.102 2.094 2.021 -0.700
H 2.052 -2.387 -4.072 0.171
H 1.693 -2.897 -2.425 0.156
H -2.621 0.864 2.413 0.228
H -2.241 -0.144 1.004 0.224
H -2.371 1.515 0.871 0.221
H -0.837 -1.844 0.725 0.238
H 0.702 -1.559 -0.011 0.236
H 0.754 -1.329 1.751 0.234
H -0.407 0.108 2.735 0.216
H 1.051 0.470 -1.375 0.283
H -0.391 2.683 0.051 0.424
H 0.702 2.706 -1.195 0.417
H 1.629 -0.369 -3.357 0.335
H -0.922 2.483 2.352 0.486

***

(3)
23
Properties=species:S:1:pos:R:3:nbo_charge:R:1 method="wB97M-V/def2-TZVPD" lumo_ha=0.0128 gap_ha=0.337 energy_ha=-417.76885 relative_energy_ev=4.344 homo_ev=-8.8
C -1.534 1.569 -0.671 -0.334
C -2.734 0.524 1.094 -0.434
N -1.645 0.505 0.131 -0.357
C 0.697 1.336 1.350 -0.090
N -0.084 0.452 1.552 -0.264
H -0.473 2.295 -0.232 0.129
H -2.323 2.329 -0.670 0.203
H -1.073 1.386 -1.641 0.209
H -2.915 1.519 1.523 0.176
H -3.647 0.191 0.590 0.205
H -2.512 -0.172 1.899 0.221
H 0.311 2.188 0.395 0.093
H 1.639 1.670 1.757 0.249
C 2.714 -2.203 -0.615 -0.673
C 1.583 -1.240 -0.870 0.460
N 0.328 -1.745 -0.626 -0.838
N 1.852 -0.070 -1.319 -0.745
H -0.436 -1.087 -0.475 0.425
H 0.271 -2.577 -0.061 0.379
H 0.999 0.468 -1.467 0.314
H 3.650 -1.764 -0.949 0.238
H 2.547 -3.143 -1.147 0.219
H 2.785 -2.431 0.452 0.216